(1)
Formula: C10H8F4N2O8PS2
Source: the Open Molecules 2025 dataset
Level of theory: ωB97M-V/def2-TZVPD

XYZ file:
```
35
Properties=species:S:1:pos:R:3:forces:R:3:mulliken_charge:R:1
S 2.794287 -1.403835 -2.519972 1.4 -0.6 2.5 1.149
S 1.779480 -1.066332 -4.905585 -1.0 -0.5 -2.3 1.092
P 1.691546 -0.417813 2.438117 1.7 -2.4 0.7 -0.112
F -0.301615 2.516936 1.504427 1.3 -0.8 1.0 -0.238
F 3.722794 -0.496650 -1.595304 -0.1 0.4 -0.6 -0.286
F 2.361161 3.192580 0.901048 -0.5 -1.6 1.3 -0.261
F 2.589485 -2.392734 -5.258800 0.1 0.0 0.2 -0.272
O 1.876349 -0.337038 -6.137894 0.3 0.5 0.9 -0.645
O 2.358472 1.174656 0.033002 0.0 0.0 1.2 -0.319
O 0.996871 -0.815895 3.930365 -0.3 1.4 -2.1 -0.445
O 3.645499 -2.541000 -2.718560 -0.5 0.2 -0.6 -0.614
O 0.471023 -1.568632 -4.590541 0.5 0.3 0.6 -0.560
O -1.200240 -2.453230 2.236325 0.1 0.8 -0.2 -0.542
O 1.662301 -1.595412 -1.659704 -0.5 0.1 -0.6 -0.514
O -0.131886 1.995082 3.656112 0.1 -0.5 -0.3 -0.436
N 1.641700 1.368929 2.271164 -2.4 1.6 -1.2 0.136
N 2.613611 -0.420411 -3.738158 -0.2 -0.5 -0.2 -0.368
C -2.605205 0.476123 1.995224 -0.6 0.3 -2.5 -0.113
C 2.144746 1.821476 1.000018 0.0 0.5 -1.3 0.637
C -2.109856 -0.383879 -0.387526 -1.0 1.6 1.4 -0.329
C -1.909291 -0.416153 1.074601 -0.5 0.4 -0.7 0.532
C -3.521150 1.475952 1.427465 1.4 -1.6 -1.5 -0.618
C -3.018974 0.607226 -0.957664 0.8 -0.6 2.6 -0.634
C 0.617748 -1.241662 1.140777 -2.0 -0.2 -0.3 -0.069
C 0.365641 1.941243 2.583827 0.0 1.2 -0.3 0.430
C -0.873670 -1.489104 1.578567 0.0 0.6 -0.4 -0.107
C -3.685362 1.525282 -0.035754 0.6 -0.8 0.7 -0.305
H -3.149010 0.616628 -2.063674 -0.1 0.2 1.1 0.378
H 0.581047 -0.692530 0.165867 0.5 -0.3 0.9 0.273
H 1.076451 -2.249255 0.921739 -0.2 1.1 0.5 0.401
H -4.054697 2.189778 2.104499 0.6 -0.7 -0.9 0.332
H -1.565505 -1.109241 -1.043641 -0.5 0.8 0.7 0.418
H -2.434129 0.427900 3.094879 -0.2 0.0 -1.1 0.349
H 0.052111 -0.566083 3.950839 0.3 -0.3 0.3 0.337
H -4.352048 2.301856 -0.474461 0.6 -0.7 0.5 0.321
```
Forces are in eV/Å.

The charge is -1. As for the spin multiplicity: 1. The highest occupied orbital energy comes out at -6.94 eV. Its LUMO energy is 0.0802 hartree. The calculation puts the energy relative to the best compared isomer or geometry (same formula, charge and spin) at 1.994 eV.

=====

(2)
Formula: C42H68N5O4PRuSSi
Source: the Open Molecules 2025 dataset
Level of theory: ωB97M-V/def2-TZVPD

XYZ file:
```
123
Properties=species:S:1:pos:R:3:forces:R:3:mulliken_charge:R:1
Ru -0.035113 0.039152 -0.241280 0.7 0.2 0.9 -0.414
S -1.900868 -1.187063 -1.074087 -0.1 -0.3 0.1 0.138
P 1.158798 -0.220358 -2.352581 1.2 -0.2 -1.2 0.528
Si -3.811954 -4.056736 -1.666757 -0.2 -0.3 0.0 0.032
O 2.108156 0.659837 2.919874 0.0 0.0 -0.1 -0.604
O -2.404552 -2.702388 3.928033 0.1 0.0 0.0 -0.701
O -0.084954 2.586732 -0.450275 -0.4 -0.2 -0.2 -0.589
O 1.922221 -1.192316 0.643665 -0.5 0.0 -0.1 -0.087
N 1.182924 1.412885 0.941081 -0.2 -0.2 -1.1 1.684
N -1.078445 0.314414 1.541853 -0.8 0.1 0.4 1.706
N 3.077051 -2.266110 2.235165 -0.2 0.1 0.0 -0.333
N -1.770242 -1.671086 5.849160 0.0 0.1 -0.1 0.247
N -3.961140 -0.341751 0.380281 0.4 1.0 0.2 -0.222
C -5.356330 -2.692974 0.239291 -0.3 -0.1 0.2 -0.468
C -1.053361 -0.604931 6.539591 -0.1 0.2 0.2 -0.498
C -5.129059 -0.447659 0.968818 0.3 0.2 0.0 -0.412
C 3.747640 0.430768 -3.399827 0.1 0.0 -0.1 -0.473
C 4.961366 2.380061 -2.348098 0.0 0.1 -0.1 -0.780
C 1.605413 -3.850280 -4.020492 0.0 -0.1 0.1 -0.569
C -2.464450 1.664299 2.923086 0.0 -0.1 -0.1 -1.804
C -2.446702 0.685621 3.903585 0.1 -0.1 0.0 0.131
C 1.573133 -4.313289 -1.519359 -0.1 0.0 -0.1 -0.993
C 2.686964 0.827753 -2.358388 -0.4 0.0 0.2 1.978
C -3.455556 -1.370762 -0.297526 -0.1 0.1 0.1 0.269
C -2.200331 -4.047494 -2.630069 -0.3 0.0 0.2 -0.243
C 4.197092 -0.491731 1.060208 -0.1 0.1 0.1 -0.818
C 1.865178 -1.962480 -2.291751 -0.4 0.1 0.3 0.433
C -2.192877 -2.836406 6.632460 -0.3 -0.2 -0.1 -0.719
C 2.369159 -2.589389 -3.614969 0.0 0.1 -0.2 -0.975
C -1.039590 -0.617698 2.493615 0.1 -0.2 0.1 -0.731
C -4.158733 -2.589375 -0.461985 0.8 -0.2 -0.7 0.492
C -3.706732 -2.900371 6.808900 0.2 0.0 0.0 -1.072
C -3.891159 -5.592002 -0.576754 -0.1 0.3 -0.3 -1.204
C 2.427611 2.335532 -2.440695 0.1 0.1 0.2 -1.051
C -5.252550 -3.905431 -2.873842 0.2 -0.2 0.2 -1.203
C 0.916026 -2.936286 -1.575143 0.2 0.0 0.0 1.413
C 0.379198 -0.052285 -4.024350 -0.5 0.2 0.5 0.841
C 1.998389 3.047852 2.431787 0.0 -0.1 0.0 -0.695
C 3.660065 3.073903 -1.900683 0.0 -0.1 -0.1 -0.725
C 2.958333 -1.303063 1.317627 0.3 -0.3 0.0 0.043
C -1.924070 0.168019 7.526924 0.1 -0.1 -0.1 -1.099
C -0.815616 -0.994552 -4.187865 0.2 -0.1 -0.1 2.158
C -0.083556 1.376393 -4.371508 -0.1 0.0 -0.1 -0.669
C 1.164743 3.740915 1.351140 0.0 0.0 0.0 -0.984
C -1.966611 -1.722972 4.520338 0.1 -0.1 0.2 0.133
C -1.115956 1.353120 -5.518156 0.1 -0.1 -0.1 -0.786
C -1.153673 -1.150314 -5.677009 0.0 0.1 0.0 -1.074
C 0.703044 2.585695 0.503556 0.2 0.2 0.2 0.073
C -1.736832 -0.489616 3.682388 -0.3 0.1 -0.1 -0.198
C -0.888431 0.157171 -6.440759 -0.1 0.0 0.1 -0.791
C -1.816505 1.419183 1.728177 -0.1 0.2 0.3 -0.357
C 4.736120 1.589755 -3.635400 0.0 0.0 0.2 -0.891
C -5.863861 -1.635580 0.965773 0.0 -0.3 -0.2 -0.984
C 1.805904 1.556894 2.169147 0.0 0.1 0.4 -0.464
C 1.661752 -4.927848 -2.928993 0.0 0.1 0.0 -1.053
H 3.633989 4.104277 -2.258194 0.0 0.0 0.0 0.552
H 3.944533 0.438053 0.557165 0.0 0.0 0.0 -0.256
H -5.914809 -3.620209 0.192411 0.0 0.0 0.0 0.360
H 4.872570 -1.067970 0.424986 0.0 0.0 0.0 0.434
H 0.839055 -5.626743 -3.086736 0.0 -0.1 0.0 0.390
H -2.238756 -0.469256 8.352356 0.0 0.0 0.0 0.345
H -2.205880 -1.425710 -5.771235 0.0 -0.1 0.0 0.553
H -3.969505 -3.798731 7.365913 0.0 0.0 0.0 0.407
H 0.137006 0.174615 -6.819853 0.0 0.0 0.0 0.276
H -1.663950 -0.559994 -3.650866 0.0 0.0 0.0 0.306
H -2.130724 1.298838 -5.116291 0.0 0.0 0.0 0.322
H 0.563147 -3.612848 -4.245978 0.0 0.1 0.0 -0.159
H 3.875270 -2.319049 2.843805 0.0 0.0 0.0 0.245
H -5.199361 -4.716589 -3.602626 0.0 0.0 0.0 0.409
H 1.723187 4.461422 0.754417 0.0 0.0 -0.1 0.348
H -0.520686 1.855419 -3.490022 0.1 0.1 0.0 0.050
H -4.079276 -2.032519 7.353316 0.0 0.0 0.0 0.286
H 4.359997 2.264073 -4.407120 0.0 0.0 0.0 0.342
H 2.587490 -5.497117 -3.018498 0.0 0.0 0.0 0.395
H 0.768606 1.974667 -4.688289 0.0 0.0 0.1 0.289
H -3.014169 0.814845 4.815900 0.0 0.0 0.0 0.460
H -0.222373 -1.057088 7.086969 0.1 0.0 -0.1 0.398
H 3.289985 0.169842 -4.356807 0.0 -0.1 0.0 -0.002
H 0.295003 4.257460 1.758968 0.0 0.0 -0.1 0.336
H 1.678076 3.273096 3.447289 0.0 0.0 0.0 0.372
H -5.233275 -2.963424 -3.424170 0.1 0.0 0.0 0.356
H 3.087055 0.624269 -1.357404 0.0 0.0 0.0 -1.525
H -1.358386 1.002478 7.940268 0.0 0.0 0.1 0.399
H 1.159024 -0.351558 -4.727595 0.1 0.0 0.1 0.793
H -6.217768 -3.976368 -2.370833 0.0 0.0 0.0 0.374
H -2.083608 -3.147914 -3.233734 -0.1 -0.1 0.0 -0.393
H 2.283215 -2.846921 2.449473 0.0 0.0 0.0 0.227
H -4.894971 -5.750871 -0.180620 0.0 0.0 0.0 0.357
H -1.876884 2.120852 0.909531 0.0 0.0 0.0 0.476
H -0.625375 0.068877 5.799194 0.0 0.0 0.0 0.277
H -4.192229 -2.947109 5.835324 0.0 0.0 0.0 0.278
H 5.678325 1.181240 -3.999708 0.0 0.0 -0.1 0.526
H -0.033213 -3.011868 -2.104295 0.3 0.2 0.1 -1.072
H 2.342026 -1.879791 -4.440892 0.1 0.0 0.0 0.335
H -1.695198 -2.791112 7.599773 0.1 0.0 0.0 0.413
H 1.017526 -4.976119 -0.854581 0.0 0.0 0.1 0.492
H -0.564734 -1.963084 -6.107465 0.0 0.0 0.0 0.320
H -6.812387 -1.702985 1.479526 0.0 0.0 0.0 0.475
H -0.614691 -1.970426 -3.750030 0.0 0.0 0.0 -3.036
H 2.573966 -4.191581 -1.094982 0.0 -0.1 0.1 0.408
H 4.712759 -0.272406 1.993046 0.0 0.0 0.0 0.559
H 3.625695 3.116427 -0.806815 0.0 0.0 0.0 -0.002
H 1.537358 2.627185 -1.891055 0.0 0.0 -0.1 0.404
H -3.630820 -6.468461 -1.172729 0.0 0.0 0.0 0.407
H -1.545541 0.219214 -7.307295 0.1 0.0 0.0 0.536
H -5.501362 0.446009 1.455581 0.0 0.0 0.1 0.536
H -1.861723 -3.730674 6.103534 0.1 0.0 0.1 0.376
H 0.702621 -2.585407 -0.562783 0.0 0.0 0.0 -0.478
H 4.299037 -0.442527 -3.044479 -0.1 -0.1 -0.1 0.308
H -2.212032 -4.902464 -3.309458 -0.1 -0.1 0.0 0.620
H -3.019839 2.582121 3.054435 0.0 0.0 0.0 0.560
H 5.744498 3.122578 -2.496843 0.1 0.0 0.1 0.521
H -3.201443 -5.538949 0.266301 0.0 0.1 0.0 0.373
H 2.034247 -4.237585 -4.945082 0.0 0.0 0.0 0.621
H 3.062127 3.279163 2.368153 0.0 0.0 0.0 0.281
H -2.818002 0.567733 7.047287 0.0 0.0 0.0 0.266
H 2.721058 -1.807659 -1.628430 0.0 0.0 0.0 1.156
H -0.440407 -1.498035 2.292867 -0.1 0.0 0.0 0.675
H 5.316408 1.694591 -1.572250 0.0 0.0 0.0 0.226
H -1.331580 -4.153433 -1.979677 -0.2 -0.1 0.0 0.214
H -1.045189 2.282933 -6.081219 -0.1 0.0 0.0 0.503
H 3.420108 -2.858415 -3.486787 0.0 0.1 0.0 0.502
H 2.272893 2.624443 -3.478428 0.0 0.0 0.0 0.330
```
Forces are in eV/Å.

The charge is +2. As for the spin multiplicity: 5. The highest occupied orbital energy (alpha / beta) comes out at -13.64 / -13.64 eV. Its LUMO energy (alpha / beta) is -0.2249 / -0.3128 hartree.

=====

(3)
Formula: C20H56O8
Source: the Open Molecules 2025 dataset
Level of theory: ωB97M-V/def2-TZVPD

XYZ file:
```
84
Properties=species:S:1:pos:R:3:forces:R:3:mulliken_charge:R:1
O -16.037136 11.548232 -24.904541 0.7 7.6 0.4 -0.473
O -16.753875 13.577911 -26.563471 1.3 1.0 7.7 -0.625
O -22.073074 8.964693 -25.362030 9.7 -1.7 -7.3 -0.575
O -24.786341 13.887153 -21.422720 2.5 -2.8 14.0 -0.492
O -20.191848 15.802809 -23.278754 1.9 -2.4 9.3 -0.443
O -19.066176 9.776945 -28.134570 1.4 -2.1 2.9 -0.405
O -19.558152 11.931087 -21.546621 1.1 3.4 10.3 -0.589
O -20.917699 11.235974 -26.477333 0.5 -0.2 3.1 0.301
C -24.328511 9.691190 -25.259379 0.7 -0.1 -1.4 -1.709
C -16.791689 14.500106 -28.616965 0.9 -0.4 -0.1 -1.634
C -16.196750 10.293909 -24.948356 -3.6 -6.5 1.0 0.223
C -17.253883 13.345933 -27.705269 -0.3 2.2 -7.5 0.258
C -23.240212 8.285256 -23.587849 -1.8 -0.4 2.1 -1.429
C -23.671374 13.539954 -23.292249 -1.5 -1.7 -0.7 -0.818
C -20.245412 16.300476 -24.423652 -0.6 3.7 -7.9 0.480
C -19.517788 10.095701 -29.354133 0.3 -0.5 -3.3 -0.670
C -20.415128 12.200047 -23.496100 -1.1 2.2 -4.3 1.284
C -21.433694 15.710721 -24.996489 -2.2 -0.1 -3.0 -0.576
C -21.975057 12.027475 -26.864957 -0.4 -1.1 -2.9 -0.472
C -24.908026 14.164905 -22.585218 -1.0 1.0 -11.2 0.119
C -22.995355 9.309193 -24.647774 -7.4 3.7 7.3 1.756
C -16.295233 9.655668 -23.545220 1.3 -0.3 0.6 -1.303
C -24.954787 15.651766 -22.836708 0.6 1.0 -1.0 -1.164
C -18.994063 16.223122 -25.245428 -0.1 -2.8 -1.1 -1.303
C -17.526868 10.153950 -25.680914 0.9 0.8 0.4 -1.317
C -19.543677 11.417880 -22.680442 1.2 -5.3 -5.6 0.962
C -18.710113 13.158059 -27.726736 -1.9 -1.3 0.7 0.969
C -19.974492 9.934339 -22.608330 0.1 -0.4 -0.6 -0.970
H -20.832332 9.943780 -21.933907 0.1 -0.5 0.2 0.467
H -24.086769 16.010182 -22.215304 -0.9 0.2 -0.5 0.288
H -18.244887 16.607921 -24.623477 1.5 1.5 0.2 0.437
H -23.466222 12.493202 -22.930905 -0.4 1.1 0.0 0.205
H -19.201726 9.150706 -22.391665 -0.5 1.1 0.6 0.207
H -17.318259 15.441850 -28.451135 -0.1 -0.1 0.1 0.302
H -25.592830 13.942027 -20.938318 -0.6 0.1 0.8 0.381
H -18.750598 8.844804 -28.150719 -0.3 1.1 0.3 0.268
H -22.739622 10.202306 -24.064305 0.1 0.4 0.3 -0.319
H -19.874848 11.095906 -29.282211 -0.5 0.8 -0.5 0.235
H -25.832605 13.644037 -22.836573 -0.5 0.2 -2.1 0.494
H -24.065443 8.748047 -22.930635 1.1 -1.2 -0.6 0.286
H -16.684869 12.513616 -28.011619 0.0 -1.9 -1.9 0.356
H -23.588124 7.295348 -23.997390 0.4 0.9 0.4 0.355
H -18.825349 12.543816 -21.516150 -0.2 0.5 0.7 0.469
H -20.265303 9.393656 -29.713921 -0.7 0.2 0.0 0.311
H -15.344026 11.775510 -24.321252 1.3 0.8 0.9 0.277
H -21.412134 11.834588 -23.629730 -0.6 -0.7 -0.1 -0.967
H -16.862213 14.208431 -29.674263 0.0 0.2 0.2 0.368
H -18.765067 12.145365 -27.281762 -1.0 0.3 -0.4 -0.662
H -20.413400 10.863874 -27.173302 0.6 -0.5 -1.2 -0.052
H -20.461067 17.351724 -24.471831 0.0 1.3 0.7 0.351
H -18.613237 15.184012 -25.374512 -0.6 0.2 0.2 0.044
H -15.469907 9.890900 -25.605430 1.1 -1.5 -0.3 0.458
H -18.511105 11.389505 -23.030824 0.2 0.2 -0.9 -0.323
H -20.413935 16.515733 -22.679946 0.1 -0.5 0.9 0.395
H -22.819978 14.134560 -23.115312 1.1 0.7 0.3 0.123
H -24.282218 10.523140 -25.961774 0.3 -0.2 -0.4 0.331
H -24.980187 10.043330 -24.512326 -1.0 0.0 1.1 0.375
H -22.333161 11.510445 -27.789160 -0.4 1.0 0.2 0.316
H -20.324104 9.588376 -23.576734 -0.3 0.2 -0.3 0.066
H -25.937032 16.168507 -22.518565 1.6 -0.7 -0.8 0.370
H -19.937975 12.249014 -24.475991 -0.6 -0.1 -0.6 -0.550
H -22.299374 15.906523 -24.359603 0.2 -0.7 0.3 0.000
H -21.766652 16.212379 -25.909508 0.3 -0.1 -0.5 0.563
H -21.667644 13.027439 -27.088914 0.1 0.8 -0.2 0.286
H -18.701713 10.008482 -30.111942 -0.4 0.6 0.2 0.275
H -18.354855 10.661513 -25.156624 0.2 -0.8 0.0 0.115
H -19.280294 13.221286 -28.696652 0.9 -0.1 0.9 0.533
H -19.129292 16.545491 -26.292146 0.3 0.7 0.7 0.330
H -15.281269 9.450507 -23.155163 -0.1 0.6 0.1 0.448
H -22.809465 12.032543 -26.204703 -0.3 -0.1 1.0 -0.359
H -15.727426 14.644791 -28.329991 -0.5 0.2 -0.5 0.392
H -24.617049 15.751032 -23.921966 -1.1 0.7 1.2 0.169
H -22.337589 8.175809 -22.951389 -0.5 -0.2 -0.5 0.291
H -19.173557 13.818275 -26.968792 0.1 -0.1 -0.6 -0.537
H -23.821241 13.418222 -24.369775 0.1 0.4 0.0 0.360
H -21.183669 14.686584 -25.242206 -0.7 -0.6 0.2 -0.207
H -16.691239 8.643987 -23.507004 -0.6 0.0 -0.4 0.341
H -24.666899 8.793258 -25.743671 -0.8 -0.3 -0.5 0.441
H -17.268074 10.788126 -26.500211 -0.6 0.0 -1.3 0.334
H -17.630650 9.146346 -26.002719 -0.8 -0.7 -0.2 0.684
H -17.001723 12.771598 -26.083902 0.8 0.5 1.2 0.103
H -21.364267 9.678401 -25.364306 -1.1 -1.3 -0.9 0.065
H -20.580962 13.263021 -23.267040 0.6 -0.4 0.7 0.050
H -16.848321 10.290437 -22.805860 0.5 -0.5 -0.9 0.277
```
Forces are in eV/Å.

The charge is 0. As for the SMILES: CC(C)O.CC(C)O.CC(C)O.CC(C)O.CC(C)O.CC(C)O.CO.CO. As for the spin multiplicity: 1. The highest occupied orbital energy comes out at -9.13 eV. Its LUMO energy is 0.0169 hartree. The calculation puts the energy relative to the best compared isomer or geometry (same formula, charge and spin) at 9.220 eV.